(1)
Here is the ion C7H7N4 with charge +1 at a distorted geometry from the Open Molecules 2025 dataset. Energies are from ωB97M-V/def2-TZVPD.

Its structure (SMILES) is C=N/N=C\C(C)=C=[N+]=C=C=N. As for the HOMO-LUMO gap (spin up / spin down): 6.35 / 6.53 eV. As for the net charge: +1. The calculation puts the total energy at -489.4182 Eh. As for the LUMO energy (spin up / spin down): -5.9 / -5.7 eV.

Structure (XYZ):
```
18
Properties=species:S:1:pos:R:3:forces:R:3
C -0.362 2.494 -0.210 -0.745 1.756 -1.044
C 0.451 -2.103 0.018 -1.603 1.941 0.760
C -0.362 -1.088 0.701 2.246 -1.355 -2.113
C -0.113 0.202 0.288 -1.440 -0.832 1.190
C -0.579 3.661 -0.656 0.907 1.571 0.822
C 2.240 0.276 -1.933 0.267 1.201 -0.538
C -1.487 -1.456 1.536 -2.566 -0.756 1.873
N 1.211 -1.634 -0.950 0.640 -2.393 -0.374
N -0.467 1.322 0.027 1.081 -3.028 0.881
N -0.336 4.807 -0.910 -0.534 2.086 0.107
N 1.732 -0.594 -1.230 -0.420 -0.847 0.762
H 0.296 -3.196 0.058 0.073 0.968 0.090
H 1.736 0.812 -2.684 -1.090 0.292 -1.108
H 3.213 0.615 -1.755 1.529 0.333 0.660
H -2.460 -1.155 0.972 1.514 -0.497 1.339
H -1.525 -2.543 1.810 0.133 0.657 -1.085
H -1.469 -1.090 2.602 -0.078 0.618 -1.316
H -0.612 5.704 -0.416 0.089 -1.714 -0.905
```
Forces are in eV/Å.

(2)
Here is a structure of composition C7H7N5 at a distorted geometry from the Open Molecules 2025 dataset. Energies are from ωB97M-V/def2-TZVPD.

As for the HOMO-LUMO gap: 9.17 eV. As for the net charge: 0. The calculation puts the total energy at -544.6612 Eh. As for the LUMO energy: 0.4 eV.

Structure (XYZ):
```
19
Properties=species:S:1:pos:R:3:forces:R:3
C 2.810 0.658 -0.667 -2.607 -1.685 1.101
C -2.961 0.304 -0.622 3.111 -0.883 1.086
C -1.888 -0.595 -0.984 -2.022 2.689 1.008
C -2.634 1.246 0.352 -1.984 0.557 -2.119
C -0.665 -0.417 -0.479 1.781 1.406 2.526
C -0.500 0.525 0.574 -0.560 -0.172 -0.358
C 1.533 -0.479 0.322 -0.019 1.159 -1.144
N 3.440 1.448 -1.206 0.758 0.713 -0.489
N -1.449 1.356 0.906 1.615 0.409 1.646
N 0.540 -1.105 -0.588 1.367 0.886 0.143
N 0.780 0.382 1.185 -1.615 -2.073 -2.729
N 2.469 -1.412 0.799 0.357 0.087 0.781
H -3.930 0.217 -1.021 -0.906 -0.067 -0.478
H -2.003 -1.342 -1.644 -0.802 -2.518 -2.445
H -3.368 2.068 0.487 0.565 -0.627 0.573
H 0.883 -1.245 -1.540 0.060 -0.274 0.601
H 1.093 1.069 1.821 0.839 0.529 0.447
H 3.389 -1.149 0.499 0.309 -0.164 0.084
H 2.461 -1.530 1.809 -0.246 0.029 -0.232
```
Forces are in eV/Å.

(3)
Here is the molecule C7H7NO at a distorted geometry from the Open Molecules 2025 dataset. Energies are from ωB97M-V/def2-TZVPD.

Its structure (SMILES) is O=C1C=C[C@H]2CNC=C12. As for the HOMO-LUMO gap: 8.80 eV. As for the net charge: 0. The calculation puts the total energy at -400.7206 Eh. As for the LUMO energy: -0.2 eV.

Structure (XYZ):
```
16
Properties=species:S:1:pos:R:3:forces:R:3
C 1.344 0.141 0.840 3.537 0.866 -1.314
C 1.499 -1.297 0.363 -4.095 -3.548 0.476
C 0.350 -1.592 -0.473 6.900 -7.828 0.893
C -0.406 -0.591 -0.880 -2.182 7.483 -2.568
C -1.918 -0.496 -0.512 -0.485 0.184 -1.989
C -0.742 1.538 0.049 -5.186 3.784 -0.774
C 0.175 0.669 -0.035 3.491 -4.370 1.729
H 1.995 -2.248 0.962 -0.704 3.044 -1.833
H 0.133 -2.653 -1.160 1.019 2.569 2.682
H -0.144 -0.164 -1.986 -1.081 -1.513 2.085
H -2.117 -1.082 0.419 0.328 1.476 0.289
H -2.790 -0.829 -1.163 1.722 -0.177 -0.001
H -2.722 1.619 -0.381 1.555 -2.570 -1.219
H -0.968 2.637 0.482 1.119 -2.918 -0.832
N -1.895 0.963 -0.739 -2.475 4.651 3.662
O 2.258 0.718 1.486 -3.463 -1.134 -1.287
```
Forces are in eV/Å.